Entry 1:
DFT (ωB97M-V/def2-TZVPD) results for an isolated molecule of C4H6N2S2.

Its LUMO energy is -0.0265 Ha. Its SMILES is S=CNN1C[C@H]1C=S. The calculation puts the highest occupied orbital energy at -8.62 eV. As for the spin multiplicity: 1. As for the energy above the lowest of the compared OMol25 structures with the same formula, charge and spin: 3.543 eV. The value obtained for the HOMO-LUMO gap is 7.90 eV. The molecular weight comes out at 146.2 u.

Positions of all 14 atoms, in Å:
1 S 2.03221 1.01359 -3.19848
2 C 1.73845 0.72567 -1.60189
3 N 0.70819 0.03787 -1.12628
4 N 0.48584 -0.17621 0.27259
5 C -0.21125 -1.39425 0.50749
6 C -0.97449 -0.12058 0.61779
7 C -1.26581 0.66361 1.83110
8 S -2.55513 1.58654 2.03859
9 H 2.27512 1.25586 -0.75131
10 H 0.21578 -0.49685 -1.83008
11 H 0.06646 -2.03699 1.39469
12 H -0.46352 -1.87640 -0.41909
13 H -1.54491 0.20712 -0.32805
14 H -0.50695 0.61102 2.59295

Forces on atoms 1 to 6 (eV/Å):
0.0 -0.4 0.6
0.6 1.8 1.1
0.1 -0.4 0.4
0.6 0.5 -0.8
-0.2 -1.0 1.0
-0.3 1.6 -2.1


Entry 2:
DFT (ωB97M-V/def2-TZVPD) results for an isolated molecule of C3H8N2OS.

Its LUMO energy is 0.0190 Ha. Its SMILES is CCNC(=S)NO. The calculation puts the highest occupied orbital energy at -8.45 eV. As for the spin multiplicity: 1. As for the energy above the lowest of the compared OMol25 structures with the same formula, charge and spin: 2.244 eV. The value obtained for the HOMO-LUMO gap is 8.97 eV. The molecular weight comes out at 120.2 u.

Positions of all 15 atoms, in Å:
1 C -2.07230 -0.22855 0.55378
2 C -1.19900 -0.11214 -0.69576
3 N 0.20242 -0.24103 -0.39794
4 C 1.04155 0.77326 -0.15638
5 S 0.54059 2.38359 -0.01012
6 N 2.38399 0.39286 -0.13598
7 O 2.75604 -0.94709 0.08002
8 H -3.07705 0.11297 0.32082
9 H -2.14948 -1.25465 0.89138
10 H -1.57593 0.35278 1.36627
11 H -1.40335 0.87777 -1.14137
12 H -1.53688 -0.88138 -1.41873
13 H 0.60838 -1.16360 -0.59244
14 H 2.96468 1.13426 0.35116
15 H 2.51632 -1.19906 0.98531

Forces on atoms 1 to 6 (eV/Å):
0.8 0.3 0.4
-1.4 0.5 -0.2
0.5 -1.2 -0.5
-0.2 -0.1 -0.4
0.7 -0.9 0.1
0.4 2.0 1.1


Entry 3:
DFT (ωB97M-V/def2-TZVPD) results for a structure of composition C35H29N4O4PPb.

Its LUMO energy is -0.4701 Ha. The calculation puts the highest occupied orbital energy at -17.40 eV. The total charge is +4. As for the spin multiplicity: 1. The value obtained for the HOMO-LUMO gap is 4.61 eV. The molecular weight comes out at 807.8 u.

Positions of all 74 atoms, in Å:
1 Pb 0.30668 -0.58923 0.10959
2 O -2.04357 -4.78496 0.26289
3 C -1.55584 -3.57692 0.41129
4 O -1.25470 -2.82611 -0.49670
5 C -1.41599 -3.17479 1.85268
6 C -1.90117 -3.95123 2.89702
7 C -1.88273 -3.41727 4.17611
8 C -1.43806 -2.11350 4.35191
9 C -0.96833 -1.41909 3.24802
10 N -0.91491 -1.95509 2.02909
11 C -0.61908 0.04200 3.24083
12 O -0.44494 0.70833 4.34974
13 O -0.54432 0.62189 2.16933
14 H -2.17117 -5.00091 -0.67640
15 H -2.29945 -4.93725 2.70416
16 H -2.24972 -3.98995 5.01736
17 H -1.49559 -1.65952 5.33292
18 H -0.48547 0.17438 5.15623
19 N 3.95479 -0.62450 0.24742
20 C 3.46640 -1.92131 0.33063
21 C 4.42764 -2.93731 0.41937
22 C 4.04146 -4.25282 0.40073
23 C 2.68223 -4.54725 0.28623
24 C 1.80247 -3.50443 0.21569
25 N 2.15635 -2.19366 0.24284
26 C 3.50653 0.57362 0.78965
27 C 4.49199 1.51365 1.11775
28 C 4.12343 2.72359 1.64752
29 C 2.76584 2.98629 1.83570
30 C 1.86204 2.02172 1.48351
31 N 2.20347 0.81304 0.96150
32 H 4.95691 -0.62059 0.12903
33 H 5.47235 -2.67083 0.51078
34 H 4.77892 -5.04101 0.47328
35 H 2.32330 -5.56513 0.24617
36 H 0.75286 -3.69809 0.09292
37 H 5.53574 1.26698 0.97369
38 H 4.87562 3.45104 1.92205
39 H 2.42218 3.92025 2.25516
40 H 0.80701 2.19752 1.61494
41 C -0.79350 0.73302 -7.76550
42 C -0.80987 2.12491 -7.82843
43 C -1.21071 2.85618 -6.73112
44 C -1.63817 2.17056 -5.56914
45 C -1.63632 0.75806 -5.51777
46 C -1.19636 0.05208 -6.61358
47 P -2.25966 3.09190 -4.25380
48 C -1.48905 4.57103 -3.87738
49 C -0.12218 4.72804 -4.23257
50 C 0.47839 5.95226 -4.06484
51 C -0.26046 7.02471 -3.55789
52 C -1.60594 6.88368 -3.20773
53 C -2.22870 5.66855 -3.35940
54 C -3.77757 2.67093 -3.58169
55 C -4.65599 1.88823 -4.37574
56 C -5.94441 1.67839 -3.93960
57 C -6.36088 2.21881 -2.72338
58 C -5.48994 2.95865 -1.91587
59 C -4.20003 3.18527 -2.32954
60 H -0.46878 0.16750 -8.62982
61 H -0.51320 2.63203 -8.73640
62 H -1.22840 3.93775 -6.77335
63 H -1.98271 0.23936 -4.63251
64 H -1.17444 -1.02861 -6.59207
65 H 0.44037 3.89302 -4.62978
66 H 1.51654 6.09006 -4.33391
67 H 0.21623 7.99085 -3.44659
68 H -2.16338 7.73672 -2.84569
69 H -3.28474 5.57332 -3.14743
70 H -4.33748 1.50607 -5.33650
71 H -6.63649 1.11317 -4.54864
72 H -7.38112 2.06181 -2.39577
73 H -5.83475 3.35203 -0.96952
74 H -3.51398 3.73800 -1.70099

Forces on atoms 1 to 6 (eV/Å):
0.2 -0.2 0.3
0.0 0.0 0.0
0.0 0.0 0.0
0.0 0.0 0.0
-0.1 0.0 0.0
0.0 0.0 0.0


Entry 4:
DFT (ωB97M-V/def2-TZVPD) results for a structure of composition C4H4O2S2.

Its LUMO energy is -0.0611 Ha. The calculation puts the highest occupied orbital energy at -9.17 eV. As for the spin multiplicity: 1. As for the energy above the lowest of the compared OMol25 structures with the same formula, charge and spin: 1.793 eV. The value obtained for the HOMO-LUMO gap is 7.51 eV. The molecular weight comes out at 148.2 u.

Positions of all 12 atoms, in Å:
1 C 0.19122 1.22604 -0.16832
2 C -2.01449 0.37838 0.72615
3 C -1.97604 -0.79966 -0.22983
4 C 0.60893 -0.14550 0.08171
5 H -1.43849 0.11987 1.71506
6 H -2.92353 0.89820 1.28141
7 H -2.22135 -0.35230 -1.26171
8 H -2.76316 -1.40559 -0.13461
9 O 0.90019 2.16600 -0.39759
10 O -1.25212 1.40127 -0.10032
11 S -0.30773 -1.52328 -0.26764
12 S 2.26425 -0.46133 0.26294

Forces on atoms 1 to 6 (eV/Å):
-2.7 2.6 0.6
1.9 1.4 1.9
0.8 3.6 -2.1
4.1 -1.7 -0.5
-0.4 0.4 -1.9
1.2 -1.1 -2.4